# 1
C32H30F5LiN8OS3 | ωB97M-V/def2-TZVPD

Geometry as XYZ:
```
80
Properties=species:S:1:pos:R:3:forces:R:3:nbo_charge:R:1
Li 0.582 -0.804 1.247 -0.009 0.291 0.040 0.84
F 4.544 -5.681 -0.058 -0.011 0.071 0.029 -0.29
C 4.305 -4.491 0.506 0.092 -0.029 -0.031 0.24
C 3.014 -4.082 0.771 -0.215 -0.060 0.007 0.31
F 1.977 -4.881 0.465 0.021 0.101 -0.028 -0.31
C 2.804 -2.854 1.359 -0.175 0.228 0.087 0.28
F 1.518 -2.473 1.592 -0.116 -0.567 -0.065 -0.35
C 3.807 -1.973 1.734 0.193 0.136 -0.070 -0.24
S 3.433 -0.458 2.509 -0.132 -0.016 0.130 -0.46
C 5.096 -2.418 1.430 0.117 0.119 0.062 0.31
F 6.157 -1.646 1.714 -0.089 -0.058 -0.011 -0.31
C 5.348 -3.641 0.835 0.062 -0.040 -0.016 0.27
F 6.607 -4.019 0.576 -0.063 0.028 0.013 -0.30
N 4.543 1.450 0.266 -0.225 0.314 -0.150 -0.81
C 3.882 2.075 -0.714 0.303 -0.075 0.180 0.66
N 4.448 3.172 -1.274 -0.051 0.090 -0.091 -0.79
N 2.714 1.714 -1.199 -0.084 0.086 -0.231 -0.67
C 2.121 0.630 -0.774 -0.130 0.030 0.041 0.52
N 1.485 -0.288 -0.464 0.009 -0.089 -0.119 -0.59
H 5.375 1.875 0.639 0.018 -0.005 0.009 0.39
H 4.020 0.864 0.941 0.150 -0.358 0.038 0.44
H 5.417 3.377 -1.115 0.007 0.008 0.018 0.39
H 4.030 3.498 -2.129 0.044 -0.026 -0.008 0.41
N -1.492 -1.352 4.268 0.021 -0.060 0.070 -0.72
C -0.484 -0.807 4.080 -0.034 0.061 0.016 0.29
H -2.326 -1.888 4.381 0.003 -0.007 -0.031 0.45
C -5.005 -2.193 -0.784 0.032 0.022 -0.002 -0.61
C -4.444 -0.922 -1.412 0.007 -0.055 0.015 -0.40
C -3.060 -0.556 -0.891 -0.019 -0.057 0.032 -0.22
N -2.042 -1.507 -1.316 -0.103 0.100 -0.004 -0.58
C -1.460 -2.424 -0.551 0.141 0.149 0.083 0.33
S -1.730 -2.612 1.094 0.074 -0.003 -0.121 -0.30
N -0.511 -3.225 -1.163 -0.010 -0.220 0.014 -0.66
C -0.220 -3.455 -2.508 0.020 0.092 0.030 0.66
O 0.873 -3.850 -2.833 0.023 -0.023 0.015 -0.54
C -1.322 -3.282 -3.505 0.024 -0.097 -0.004 -0.11
C -2.600 -3.765 -3.242 -0.045 -0.050 -0.069 -0.21
C -3.592 -3.646 -4.202 0.025 0.014 0.002 -0.21
C -3.309 -3.036 -5.419 0.028 0.008 0.020 -0.20
C -2.030 -2.563 -5.684 -0.029 -0.023 0.012 -0.21
C -1.031 -2.696 -4.730 -0.003 0.030 -0.039 -0.20
H -6.004 -2.407 -1.163 -0.001 -0.016 -0.007 0.21
H -5.062 -2.098 0.302 -0.009 0.001 -0.013 0.21
H -4.370 -3.054 -0.998 -0.017 0.028 0.018 0.20
H -5.109 -0.079 -1.209 -0.010 0.001 -0.016 0.21
H -4.396 -1.034 -2.500 -0.038 0.030 -0.014 0.20
H -3.039 -0.521 0.197 0.035 0.041 -0.023 0.25
H -2.760 0.424 -1.266 0.029 0.023 0.028 0.20
H -1.776 -1.468 -2.288 0.014 0.073 0.082 0.41
H 0.135 -3.666 -0.520 0.016 0.003 0.029 0.45
H -2.809 -4.242 -2.292 0.003 0.018 -0.017 0.23
H -4.586 -4.025 -4.000 0.006 -0.010 -0.007 0.22
H -4.086 -2.937 -6.166 0.002 -0.004 0.001 0.22
H -1.808 -2.102 -6.637 -0.009 0.010 0.008 0.22
H -0.024 -2.350 -4.924 0.000 -0.016 0.003 0.24
N -0.706 0.861 1.355 0.073 -0.093 0.137 -1.21
S -0.243 2.260 0.786 0.070 -0.121 -0.172 1.11
C -1.490 3.490 1.145 -0.032 0.002 0.054 -0.15
C -1.930 3.685 2.448 -0.048 0.061 -0.006 -0.23
C -2.900 4.639 2.697 -0.010 0.002 -0.005 -0.19
C -3.422 5.395 1.650 0.017 -0.020 0.011 -0.20
C -2.979 5.191 0.354 0.005 -0.018 0.006 -0.21
C -2.007 4.230 0.096 -0.054 -0.001 -0.009 -0.24
C 1.067 2.989 1.783 -0.046 -0.007 0.004 -0.17
C 1.522 2.331 2.907 0.055 -0.013 0.126 -0.24
C 2.570 2.889 3.635 -0.038 -0.044 -0.043 -0.19
C 3.142 4.083 3.228 -0.014 -0.006 -0.025 -0.21
C 2.674 4.733 2.087 0.050 -0.009 0.073 -0.20
C 1.635 4.186 1.357 -0.010 -0.059 -0.034 -0.25
H -1.084 0.937 2.298 0.020 0.075 0.024 0.36
H -1.509 3.105 3.261 0.015 0.011 -0.011 0.23
H -3.246 4.802 3.709 -0.008 0.006 -0.005 0.22
H -4.175 6.145 1.851 -0.003 -0.005 0.003 0.22
H -3.389 5.775 -0.460 0.005 0.004 0.001 0.22
H -1.659 4.053 -0.914 0.018 0.004 0.003 0.23
H 1.084 1.387 3.214 0.036 0.000 -0.053 0.26
H 2.943 2.369 4.508 0.004 0.010 -0.012 0.23
H 3.959 4.510 3.795 -0.002 0.003 -0.008 0.22
H 3.124 5.664 1.768 0.001 -0.002 0.001 0.21
H 1.268 4.681 0.465 0.005 -0.020 -0.003 0.22
```
Positions in Å, forces in eV/Å.

## Properties
- Spin multiplicity: 1
- Net charge: 0
- ΔE to the lowest compared entry with this formula, charge and spin: 0.0 kcal per mole
- Frontier orbital gap: 7.0136 eV

***

# 2
C5H9O6 | ωB97M-V/def2-TZVPD

Geometry as XYZ:
```
20
Properties=species:S:1:pos:R:3:forces:R:3:nbo_charge:R:1
C -0.897 0.829 1.018 0.331 0.280 -0.159 -0.69
C -0.287 0.466 -0.335 0.149 -1.315 0.462 0.39
C 1.656 0.562 0.024 -0.611 -1.332 -0.779 -0.01
O 1.981 1.774 0.436 -0.061 0.381 2.430 -0.22
O 1.754 1.736 1.933 0.580 0.582 -1.570 -0.44
C -0.397 -1.096 -0.659 0.449 1.191 0.092 -0.10
C 0.250 -1.442 -1.988 1.323 -1.454 -0.084 0.43
O 1.296 -2.090 -2.089 -2.071 1.653 0.189 -0.51
O -1.761 -1.379 -0.890 -0.809 -0.452 1.433 -0.27
O -2.366 -1.509 0.475 0.182 -0.156 -1.376 -0.46
O -0.415 1.230 -1.306 0.066 0.530 -0.494 -0.54
H -0.596 0.140 1.810 -0.104 0.065 -0.091 0.21
H -0.604 1.844 1.285 -0.052 -0.050 -0.027 0.23
H -1.972 0.789 0.881 -0.082 0.006 0.135 0.24
H 1.770 -0.282 0.732 0.093 0.637 -0.339 0.21
H 2.012 0.422 -0.998 0.009 -0.044 0.266 0.22
H 2.201 2.573 2.160 -0.123 -0.243 -0.051 0.48
H 0.029 -1.696 0.141 -0.146 -0.268 0.056 0.20
H -0.376 -1.132 -2.848 0.483 -0.072 -0.067 0.14
H -3.278 -1.739 0.218 0.395 0.060 -0.026 0.48
```
Positions in Å, forces in eV/Å.

## Properties
- ⟨S²⟩: 0.764
- Spin multiplicity: 2
- Net charge: 0
- ΔE to the lowest compared entry with this formula, charge and spin: 30.0 kcal per mole
- Frontier orbital gap (spin up / spin down): 8.8764 / 7.8885 eV